[1]
A cluster of 31 separate species, C7H74O33S2 in total. Source: OMol25; level of theory: wB97M-V/def2-TZVPD.

The calculation puts the HOMO energy at -8.791 eV. The HOMO-LUMO gap comes out at 8.100 eV. The molar mass is 750.770 g mol⁻¹. For the LUMO energy, the calculation gives -0.691 eV.

Structure (ORCA input):
```
! wB97M-V def2-TZVPD RIJCOSX def2/J DEFGRID3
* xyz 0 1
O 3.28669 -3.44166 4.47626
S 2.28702 -3.38786 3.25938
O 2.95754 -2.43002 2.19946
C 0.66841 -2.65595 3.91289
C -0.56324 -3.16779 2.96266
C -1.59591 -2.00108 2.45933
C -3.18149 -2.29181 2.73106
C -3.68846 -3.81854 2.44734
S -4.73706 -4.31689 3.96302
C 0.09013 -3.82469 1.57024
C 0.95077 -5.19413 1.87132
O 2.14699 -4.99863 2.70499
H 0.69379 -1.48704 3.97186
H 0.49209 -3.13060 4.98962
H -1.09096 -4.06178 3.53168
H -1.32491 -1.02097 3.08421
H -1.36371 -1.70329 1.32826
H -3.78497 -1.59269 1.97579
H -3.56321 -1.96162 3.80991
H -4.35547 -3.85128 1.48674
H -2.85194 -4.62945 2.36224
H -5.93754 -4.90996 3.47294
H -0.85430 -4.17246 0.92810
H 0.64503 -3.03127 0.90929
H 0.21719 -5.91504 2.46977
H 1.25551 -5.67340 0.84107
O 3.08146 -0.51666 -0.55118
H 2.68452 -1.13296 0.08250
H 3.72139 -0.01698 -0.02223
O 3.01887 0.57772 3.40047
H 3.47219 -0.27812 3.36945
H 2.09632 0.36138 3.19778
O 0.29581 0.24012 -1.63042
H -0.07382 1.09826 -1.37369
H 1.16538 0.22259 -1.20319
O 2.92880 -4.28780 -0.20327
H 2.75353 -3.91261 0.67277
H 3.80505 -3.94433 -0.43394
O -1.41754 2.74907 -0.48557
H -1.68380 3.43893 -1.11177
H -1.81129 3.03042 0.35395
O 0.68146 4.56046 -1.74591
H 0.28452 3.94416 -1.11223
H 1.32139 5.06014 -1.21696
O 6.23265 -0.43140 2.73509
H 5.69409 -1.23515 2.78864
H 5.66063 0.25859 3.10345
O -0.00419 -2.53676 -3.63950
H -0.37382 -1.67862 -3.38276
H 0.86538 -2.55429 -3.21227
O -2.40696 5.16436 0.39641
H -3.27559 5.40517 0.75199
H -1.93008 6.00680 0.35307
O 7.88246 -1.12093 0.24826
H 7.61620 -0.43107 -0.37795
H 7.48871 -0.83959 1.08777
O -6.88113 -6.80945 3.54726
H -6.42781 -7.66529 3.51625
H -7.80368 -7.02579 3.34457
O -2.75679 -3.96501 -0.24494
H -2.30907 -3.93331 -1.10371
H -3.64520 -3.62605 -0.43153
O 6.22690 -3.85899 1.46059
H 5.35827 -3.61818 1.81617
H 6.70378 -3.01656 1.41725
O 9.25034 2.09885 0.36354
H 9.03580 1.16380 0.49996
H 9.00281 2.26362 -0.55872
O -1.22023 3.65114 -4.03889
H -1.42185 4.48938 -4.48119
H -0.66898 3.91075 -3.28543
O 6.39604 -2.01341 5.48265
H 6.24025 -1.27248 4.87794
H 5.65266 -2.61213 5.31558
O -2.53734 4.15119 3.16162
H -2.71261 4.52639 4.03766
H -1.66110 4.49467 2.93096
O 1.87240 -8.08942 0.29525
H 2.10665 -7.41263 -0.35746
H 2.60990 -8.07376 0.92361
O -3.35679 3.41409 -2.15442
H -2.90907 3.44580 -3.01318
H -4.24520 3.75305 -2.34100
O 5.11532 3.01267 2.23128
H 4.71838 2.39637 2.86496
H 5.75525 3.51234 2.76023
O 2.11632 3.23959 -4.15693
H 1.85006 3.92945 -4.78314
H 1.72257 3.52094 -3.31742
O -0.64966 5.14143 -6.73624
H -0.86420 4.20639 -6.59983
H -0.89719 5.30621 -7.65850
O -6.12161 3.73180 -2.44566
H -6.78784 3.61476 -3.13948
H -6.60160 3.54116 -1.62575
O 0.07240 5.56790 -9.76288
H 0.30665 6.24468 -10.41559
H 0.80990 5.58356 -9.13452
O -5.47033 0.92055 -2.81123
H -5.83996 1.77869 -2.55449
H -4.60076 0.90302 -2.38400
O -3.62368 -1.35128 -4.05230
H -2.74737 -0.97266 -4.21862
H -4.14001 -0.60548 -3.71147
O -1.54728 8.47611 -9.02488
H -1.09395 7.62027 -9.05590
H -2.46983 8.25977 -9.22757
O -9.05679 -7.61044 1.54380
H -8.60907 -7.57874 0.68503
H -9.94520 -7.27148 1.35721
O -3.77500 6.96679 3.70774
H -4.31357 6.16304 3.76130
H -4.34702 7.65678 4.07610
O 5.00882 5.98828 1.02537
H 4.79428 5.05324 1.16179
H 4.76130 6.15306 0.10311
*
```

Results of the Mulliken charge analysis, in e, for atoms 1 through 5: atom 1 (O): -0.7352, atom 2 (S): 1.1314, atom 3 (O): -0.3145, atom 4 (C): -0.6255, atom 5 (C): 0.4483


[2]
A cluster of 2 separate species, C4H11NO in total. Source: OMol25; level of theory: wB97M-V/def2-TZVPD.

The calculation puts the HOMO energy (alpha / beta) at -15.226 / -15.347 eV. The HOMO-LUMO gap (alpha / beta) comes out at 11.030 / 7.742 eV. The molar mass is 89.138 g mol⁻¹. For the LUMO energy (alpha / beta), the calculation gives -4.196 / -7.605 eV. The calculation puts the energy above the lowest of the compared OMol25 structures with the same formula, charge and spin at 24.9 kcal per mole.

Structure (ORCA input):
```
! wB97M-V def2-TZVPD RIJCOSX def2/J DEFGRID3
* xyz 1 2
C -1.45381 -0.62497 -1.19322
C -0.88978 0.79133 -0.84672
C 0.31022 0.79803 0.03096
C 1.51229 0.14370 -0.20431
N 0.30281 1.64928 1.05022
H -1.91219 -0.52557 -2.16409
H -0.62948 -1.32701 -1.29197
H -2.13043 -0.95215 -0.40147
H -0.65940 1.33881 -1.76321
H -1.71083 1.36927 -0.44553
H 1.76416 -0.61829 -0.93897
H 2.42928 0.34152 0.35259
H -0.55892 2.13750 1.27612
H 0.83798 1.42663 1.88795
H 1.30829 -1.29695 1.33627
H 0.27777 -2.42336 1.74943
O 1.20204 -2.22777 1.56597
*
```

Results of the natural (NBO) charge analysis, in e, for atoms 1 through 5: atom 1 (C): -0.5885, atom 2 (C): -0.4839, atom 3 (C): 0.3024, atom 4 (C): -0.2056, atom 5 (N): -0.5866